No. 1
This record from the OMol25 dataset describes a molecular structure, C5H6O2 at a distorted geometry. The level of theory is ωB97M-V/def2-TZVPD.

Calculated values
Relative energy (zero: lowest compared OMol25 entry of this formula, charge and spin) = 293.3 kJ/mol
Total energy = -344.4902 Ha

```
13
C5H6O2 | the OMol25 dataset | ωB97M-V/def2-TZVPD
O -2.98 -0.55 0.11
O 1.65 0.56 -1.20
C -1.81 -0.33 0.15
C -0.58 -1.16 -0.25
C 1.61 0.43 0.17
C 0.21 0.00 0.30
C -0.91 0.76 0.62
H 2.33 -0.35 0.40
H -1.06 1.63 1.24
H -0.49 -2.08 0.33
H 1.87 1.35 0.70
H -0.47 -1.41 -1.31
H 0.64 1.15 -1.25
```

No. 2
This record from the OMol25 dataset describes C5H6O2 in the gas phase. The level of theory is ωB97M-V/def2-TZVPD.

Calculated values
Relative energy (zero: lowest compared OMol25 entry of this formula, charge and spin) = 294.8 kJ/mol
SMILES string = O=CCC#CCO
Total energy = -344.4896 Ha

```
13
C5H6O2 | the OMol25 dataset | ωB97M-V/def2-TZVPD
O 1.89 1.35 -0.52
O -1.31 0.77 -1.12
C 1.95 0.08 0.06
C 0.87 -0.11 1.04
C -0.30 -0.22 1.35
C -1.70 -0.41 0.96
C -1.56 -0.28 -0.56
H -1.60 -1.23 -1.13
H 1.76 -0.71 -0.69
H 2.95 -0.07 0.45
H 0.97 1.52 -0.76
H -2.38 0.35 1.36
H -2.06 -1.41 1.23
```

No. 3
This record from the OMol25 dataset describes C5H6O2 in the gas phase. The level of theory is ωB97M-V/def2-TZVPD.

Calculated values
Relative energy (zero: lowest compared OMol25 entry of this formula, charge and spin) = 668.9 kJ/mol
Total energy = -344.3471 Ha

```
13
C5H6O2 | the OMol25 dataset | ωB97M-V/def2-TZVPD
O -1.51 0.38 -0.42
O 0.68 0.84 -1.77
C -2.89 -0.14 1.71
C -0.43 0.20 0.29
C 1.77 -0.72 -0.30
C 0.85 0.50 -0.42
C -1.97 0.04 0.93
H 2.72 -0.51 -0.78
H -0.26 1.00 -1.94
H 1.93 -0.97 0.75
H 1.29 1.34 0.15
H 1.31 -1.58 -0.80
H -3.47 -0.37 2.58
```

Q: relative energy (zero: lowest compared OMol25 entry of this formula, charge and spin) of number 2 (C5H6O2)?
A: 294.8 kJ/mol

Q: Which of these has the highest total energy?
A: number 3

Q: Look up the relative energy (zero: lowest compared OMol25 entry of this formula, charge and spin) of the first one.
A: 293.3 kJ/mol